# 1
A gas-phase ion, C6H11N4 (charge +1). Source: OMol25; level of theory: ωB97M-V/def2-TZVPD.

Computed properties:
SMILES string: N/C=C/C=C\C=[NH+]\N=C\N
LUMO (alpha / beta) in eV: -4.69 / -4.69
Energy relative to the best compared isomer or geometry (same formula, charge and spin) in kJ/mol: 316.5
Total charge: +1

Atoms and positions in Å:
1 N 0.77187 1.81664 -1.80025
2 C -0.27479 1.46197 -1.09212
3 C -0.84564 2.23987 -0.14889
4 C -1.82067 1.89598 0.81525
5 C -2.24975 0.56345 1.11709
6 C -1.54263 -0.60642 0.95340
7 N -0.24348 -0.81632 0.70161
8 N 0.27652 -1.98694 0.41154
9 C 1.39978 -2.51434 0.77794
10 N 1.90318 -3.55591 0.19290
11 H 1.42753 2.51874 -1.42130
12 H 1.21988 1.32769 -2.54204
13 H -0.81556 0.73253 -1.59286
14 H -0.19164 3.03936 0.12795
15 H -2.33568 2.57556 1.49071
16 H -3.24236 0.39928 1.43988
17 H -2.12238 -1.52080 1.17775
18 H 0.37062 0.00120 0.59119
19 H 2.06842 -2.00993 1.49251
20 H 2.80536 -4.06753 0.15738
21 H 1.41148 -3.96050 -0.53381

# 2
C5H7NO in the gas phase. Source: OMol25; level of theory: ωB97M-V/def2-TZVPD.

Computed properties:
SMILES string: C=CN(C=C)C=O
LUMO in eV: 0.63
Energy relative to the best compared isomer or geometry (same formula, charge and spin) in kJ/mol: 472.7
Total charge: 0

Atoms and positions in Å:
1 C 1.08049 -0.93848 2.08210
2 C 1.19284 -0.34948 0.77567
3 N 0.16022 -0.02363 -0.10575
4 C 0.54449 0.92529 -1.02186
5 C -0.20662 1.33383 -2.08887
6 C -1.20014 0.01388 -0.06605
7 O -1.57616 -1.00568 0.51512
8 H 1.93037 -1.21603 2.92074
9 H 0.22031 -1.62832 1.99833
10 H 2.03646 0.09000 0.22017
11 H 1.36874 1.51428 -0.58629
12 H 0.07002 1.94922 -3.01717
13 H -0.80066 0.69566 -2.57334
14 H -1.80383 0.89574 -0.42904

# 3
A molecular structure, C3H4O4. Source: OMol25; level of theory: ωB97M-V/def2-TZVPD.

Computed properties:
LUMO in eV: -0.58
Energy relative to the best compared isomer or geometry (same formula, charge and spin) in kJ/mol: 293.0
Total charge: 0

Atoms and positions in Å:
1 C -0.62290 -0.23501 -1.46366
2 C 0.73775 -0.08745 0.94895
3 C -0.38933 0.89658 -0.27529
4 O 0.12296 -0.05048 2.15067
5 O -0.36759 -1.45383 -0.98506
6 O 1.93213 0.03212 0.81598
7 O -0.85993 1.93819 -0.04406
8 H 0.80704 0.09551 2.83014
9 H 0.23181 -1.20012 -0.00629
10 H -1.67235 -0.05168 -1.73741
11 H 0.08042 0.11618 -2.23396

# 4
5 unconnected molecules or ions with the total composition C19H32O12S. Source: OMol25; level of theory: ωB97M-V/def2-TZVPD.

Computed properties:
SMILES string: C[C@H]1COC(=O)O1.C[C@H]1COC(=O)O1.C[C@H]1COC(=O)O1.O=S1(=O)CCCC1.CC(C)=O
LUMO in eV: 0.00
Energy relative to the best compared isomer or geometry (same formula, charge and spin) in kJ/mol: 272.6
Total charge: 0

Atoms and positions in Å:
1 C -15.28800 -13.62936 -6.21648
2 C -16.07995 -13.77251 -4.96274
3 C -16.83244 -15.10560 -4.73885
4 O -16.36627 -15.54158 -3.48754
5 C -15.27563 -14.78902 -3.10873
6 O -14.67799 -14.89512 -2.01451
7 O -15.10664 -13.77221 -3.92561
8 H -14.25896 -13.98636 -6.17487
9 H -15.19876 -12.56043 -6.41022
10 H -15.76417 -14.23800 -6.98519
11 H -16.68684 -12.86851 -5.01331
12 H -16.49410 -15.77114 -5.53301
13 H -17.88088 -14.90077 -4.95547
14 C -20.63583 -2.10386 -11.15824
15 C -19.17044 -2.28054 -11.67040
16 C -19.04045 -3.12959 -12.96011
17 O -18.74170 -2.09312 -13.94266
18 C -18.47404 -1.01862 -13.40309
19 O -18.17113 -0.01549 -13.97343
20 O -18.76738 -1.03990 -12.07334
21 H -21.00853 -3.10210 -10.92867
22 H -21.22636 -1.57067 -11.90328
23 H -20.70730 -1.43852 -10.29783
24 H -18.52378 -2.75258 -10.93073
25 H -19.94982 -3.63985 -13.27759
26 H -18.17133 -3.78622 -12.92044
27 C -27.04360 -10.31406 -11.02470
28 C -26.52716 -9.59731 -9.71930
29 C -27.34393 -9.72126 -8.45202
30 O -26.60816 -10.45800 -7.56532
31 C -25.54954 -10.80273 -8.06582
32 O -24.68330 -11.38775 -7.35717
33 O -25.54554 -10.52847 -9.37679
34 H -27.81956 -9.77952 -11.57264
35 H -27.51598 -11.26267 -10.76955
36 H -26.40502 -10.58966 -11.86397
37 H -26.23798 -8.55724 -9.87008
38 H -28.33129 -10.15920 -8.59837
39 H -27.43726 -8.67610 -8.15701
40 O -21.93980 -6.56268 -1.38612
41 S -22.50376 -7.82894 -1.03864
42 O -23.86039 -7.98438 -0.65743
43 C -22.11927 -9.10577 -2.30496
44 C -20.74430 -9.56556 -1.94545
45 C -20.74799 -9.77516 -0.44022
46 C -21.34794 -8.53676 0.21235
47 H -22.20129 -8.59251 -3.26305
48 H -22.94572 -9.81268 -2.23173
49 H -20.55805 -10.41204 -2.60642
50 H -19.99820 -8.79184 -2.12649
51 H -19.76922 -9.99808 -0.01548
52 H -21.28501 -10.70013 -0.23012
53 H -20.52508 -7.82691 0.12803
54 H -21.71313 -8.58228 1.23834
55 C -19.53576 -9.46005 -8.01506
56 C -19.91257 -8.28463 -8.73385
57 C -20.33845 -8.35507 -10.21089
58 O -19.82039 -7.26473 -8.10503
59 H -18.65244 -9.60430 -8.63717
60 H -20.22209 -10.28426 -8.20933
61 H -19.17881 -9.24996 -7.00682
62 H -19.91933 -9.23527 -10.69842
63 H -20.22652 -7.40693 -10.73680
64 H -21.41698 -8.49433 -10.28490

# 5
A gas-phase ion, C17H25BN3O4S2 (charge +1). Source: OMol25; level of theory: ωB97M-V/def2-TZVPD.

Computed properties:
LUMO in eV: -4.55
Total charge: +1

Atoms and positions in Å:
1 C -0.24356 -2.08175 -4.84108
2 C -0.29273 -3.42110 -3.94793
3 B -0.96245 -3.25814 -2.48380
4 O -1.61319 -4.43092 -1.92225
5 C -0.95192 -1.93442 -1.53328
6 S -2.61538 -1.10591 -1.92682
7 C -2.75938 0.45703 -0.89177
8 O -2.81840 -0.86765 -3.39443
9 O -3.71451 -2.02470 -1.40641
10 N -1.15231 -2.18988 -0.05135
11 C -0.51220 -1.53677 0.94049
12 C -0.67273 -1.68972 2.52469
13 C -1.19699 -0.25587 3.09933
14 C 0.00393 0.78216 3.36163
15 O 0.75873 0.59699 4.35080
16 N 0.16752 1.95939 2.46399
17 C 0.84535 3.07926 3.16686
18 C 2.22172 3.55662 2.62884
19 C 3.07746 4.68882 3.28394
20 C 2.48603 5.38645 4.55184
21 C 1.07678 4.96450 5.10686
22 C 0.27428 3.81744 4.41480
23 S 0.67353 -0.33815 0.17174
24 C 0.23766 -0.87167 -1.58872
25 C 1.68180 -1.23738 -2.18762
26 C 2.03277 -0.09852 -3.29285
27 N 2.98328 -0.22788 -4.20169
28 H 0.72345 -1.99019 -5.45522
29 H -0.38643 -1.10655 -4.26537
30 H -1.13259 -2.14191 -5.57786
31 H 0.79416 -3.79512 -3.81228
32 H -0.84332 -4.22571 -4.55538
33 H -1.12391 -5.19307 -2.32939
34 H -3.49961 1.15584 -1.40339
35 H -1.71390 0.94410 -0.80361
36 H -3.08814 0.17007 0.17815
37 H -1.85613 -2.85570 0.31871
38 H 0.29501 -2.02339 3.03854
39 H -1.49801 -2.48530 2.68646
40 H -1.89128 -0.38584 4.00835
41 H -1.82633 0.20461 2.24269
42 H -0.75752 2.30720 2.16232
43 H 2.65280 3.04543 1.70370
44 H 4.10753 4.98199 2.86507
45 H 3.08878 6.21319 5.04983
46 H 0.65608 5.50794 6.01957
47 H -0.75071 3.49914 4.82783
48 H -0.08773 0.13142 -2.03555
49 H 2.47526 -1.10670 -1.35448
50 H 1.81033 -2.29803 -2.57872
51 H 1.46667 0.90621 -3.30644
52 H 3.37045 -1.17787 -4.01937